No. 1
17
Properties=species:S:1:pos:R:3:forces:R:3:lowdin_charge:R:1 method="wB97M-V/def2-TZVPD" energy_ha=-1263.9067 largest_force_ev_per_a=0.73 spin_multiplicity=1 homo_energy_ev=-9.131 lumo_energy_ev=-0.74 e_above_lowest_ev=0.000
C -2.175805 2.266789 -0.351601 0.070 -0.049 -0.045 0.115
C -2.003839 1.018467 -0.743214 -0.090 0.002 0.016 -0.430
F -2.830894 0.507875 -1.687075 0.126 0.036 0.083 0.011
C -0.991343 -0.001547 -0.342654 -0.576 -0.157 -0.038 -0.515
I -2.074445 -1.762571 0.487893 0.204 0.372 -0.161 0.850
C 0.011753 0.389753 0.669575 0.616 -0.322 0.229 -0.455
F -0.435412 1.201443 1.636785 -0.080 -0.042 -0.083 0.014
C 1.249659 -0.110752 0.772230 -0.100 0.544 0.343 -0.582
I 2.438817 0.393646 2.438658 -0.333 -0.047 -0.301 0.969
C 1.836472 -1.017205 -0.202362 0.149 -0.349 -0.032 -0.346
F 1.576761 -0.738691 -1.497926 0.134 -0.120 -0.013 0.074
C 2.565949 -2.080647 0.119949 -0.081 0.137 0.032 -0.106
F 3.082696 -2.898690 -0.788768 0.005 -0.030 -0.308 0.063
H -2.968509 2.855922 -0.776496 -0.156 0.027 -0.183 0.078
H -1.546086 2.738179 0.377301 0.128 -0.082 0.146 0.068
H -0.540598 -0.404928 -1.247019 0.043 -0.018 0.256 0.089
H 2.804826 -2.357045 1.134722 -0.057 0.098 0.057 0.102

---

No. 2
8
Properties=species:S:1:pos:R:3:forces:R:3:lowdin_charge:R:1 method="wB97M-V/def2-TZVPD" energy_ha=-1289.0539 largest_force_ev_per_a=2.63 spin_multiplicity=1 homo_energy_ev="-8.141 / -8.142" lumo_energy_ev="-0.59 / -0.59" e_above_lowest_ev=3.752
C -1.175262 0.118767 0.444523 -0.862 -0.250 -0.254 -1.108
N 2.027678 1.054628 -0.143653 1.115 0.099 -1.540 -0.454
S -0.356362 -1.071592 -0.348343 -0.086 -0.114 -0.183 0.491
S -2.880795 0.283963 0.380254 0.641 -1.668 -1.442 0.591
S 1.770262 -0.338028 0.410944 -1.676 0.591 1.944 0.639
H 1.371378 1.772977 0.075928 -0.477 0.280 0.862 -0.028
H -3.425317 -0.772585 -0.565784 1.039 1.585 1.529 -0.058
H 2.668417 -1.048131 -0.253872 0.306 -0.523 -0.915 -0.072

---

No. 3
82
Properties=species:S:1:pos:R:3:forces:R:3:lowdin_charge:R:1 method="wB97M-V/def2-TZVPD" energy_ha=-2941.3046 largest_force_ev_per_a=4.83 spin_multiplicity=1 homo_energy_ev=-9.115 lumo_energy_ev=0.21
O -0.664534 2.447190 0.747427 2.633 -1.718 0.891 -0.277
S 0.752156 2.263714 1.155928 -3.120 3.683 0.258 0.770
O 1.133105 3.397907 2.031668 0.814 -3.492 -1.837 -0.259
O 1.104994 0.750205 1.737992 -0.176 2.189 -1.020 -0.189
C 1.986288 0.140699 0.744859 1.682 -0.189 -0.628 -0.193
C 1.466799 0.779260 -0.566998 -0.485 -1.397 0.346 -0.413
P 2.039690 0.105347 -2.209482 0.832 -0.963 -1.996 0.326
O 0.635133 -0.020423 -3.130191 1.645 1.134 1.561 -0.217
O 2.989486 1.243430 -2.985391 -1.922 -1.330 1.398 -0.199
S 2.864112 -1.639598 -2.135500 -0.009 1.067 0.269 0.335
O 1.558114 2.189722 -0.310329 -0.312 -0.342 1.911 -0.180
H 1.976240 -0.945842 0.820416 -0.730 0.418 -0.141 0.086
H 3.035547 0.403896 0.990865 -0.611 0.337 -0.326 0.142
H 0.388804 0.485787 -0.550788 0.456 0.275 -0.269 0.104
H -0.086946 0.262338 -2.555075 -0.471 -0.051 -0.227 0.040
H 2.430246 2.025470 -3.099544 0.232 0.378 -0.181 0.069
C -0.772469 6.607047 1.922888 0.091 -0.369 -0.118 -0.142
O 0.246476 5.895205 1.236550 0.018 0.609 -0.105 -0.136
H -0.457058 7.642340 2.040427 0.046 -0.049 -0.038 0.079
H -1.702059 6.576383 1.347490 -0.102 0.133 0.147 0.059
H -0.934577 6.164997 2.910250 -0.136 0.148 0.048 0.081
H -0.049324 4.988439 1.150789 0.069 -0.224 0.032 0.025
C -0.009728 -3.297618 0.164437 -0.292 0.153 -0.163 -0.121
O 0.241973 -1.902792 0.000280 -0.322 0.071 -0.006 -0.180
H 0.938639 -3.821999 0.113363 -0.014 0.082 -0.001 0.069
H -0.468029 -3.478587 1.137739 0.066 -0.200 -0.030 0.080
H -0.666742 -3.660544 -0.630281 0.017 -0.069 0.031 0.085
H -0.605751 -1.448165 0.049390 -0.159 -0.098 -0.080 0.068
C 3.332031 6.742440 -0.722631 -0.149 -0.163 0.277 -0.160
O 3.062518 5.357251 -0.556845 0.139 -0.067 -0.180 -0.134
H 3.575806 6.923536 -1.767958 -0.004 -0.084 0.018 0.075
H 2.451725 7.330993 -0.450916 0.070 0.118 -0.039 0.072
H 4.180321 7.039828 -0.099640 0.006 0.163 -0.082 0.075
H 2.846784 5.217285 0.369565 -0.181 -0.025 0.027 0.056
C 4.581000 -2.158803 3.114015 -0.208 0.047 0.147 -0.138
O 3.333983 -1.661750 2.621008 -0.024 -0.146 -0.048 -0.140
H 5.130180 -2.592080 2.280883 -0.076 0.044 -0.017 0.085
H 5.165906 -1.343428 3.544778 0.101 -0.117 0.027 0.079
H 4.409253 -2.927485 3.869079 0.190 0.013 0.014 0.073
H 2.862055 -1.282538 3.369479 -0.060 0.000 0.047 0.080
C -3.188823 -0.237113 -2.661459 -0.174 0.030 0.262 -0.132
O -2.777920 -0.540534 -1.325217 0.382 -0.086 -0.074 -0.133
H -2.382964 -0.510504 -3.340999 0.006 -0.048 0.090 0.076
H -4.084548 -0.805567 -2.917894 0.026 0.106 -0.184 0.064
H -3.390570 0.833121 -2.753001 -0.038 -0.043 -0.173 0.083
H -3.496956 -0.293706 -0.740754 -0.027 0.042 0.103 0.074
C -6.556651 -2.192694 -4.466351 -0.262 0.275 -0.025 -0.156
O -6.266143 -0.802479 -4.591329 0.263 -0.104 0.032 -0.132
H -5.626883 -2.751355 -4.555093 0.020 0.108 -0.008 0.075
H -7.005942 -2.395626 -3.490591 0.006 -0.194 -0.049 0.080
H -7.239553 -2.503901 -5.260365 0.020 -0.220 0.090 0.068
H -7.096448 -0.329631 -4.510719 -0.042 0.115 -0.015 0.072
C -0.449296 0.741577 5.314653 0.062 -0.158 -0.363 -0.147
O 0.302290 -0.422198 4.978744 0.120 0.001 0.178 -0.129
H -0.300631 0.960892 6.369730 0.063 -0.100 -0.031 0.079
H -0.104964 1.591759 4.719238 -0.131 0.116 0.102 0.071
H -1.511742 0.561998 5.130623 -0.033 0.182 0.077 0.079
H 0.155209 -0.595951 4.045953 -0.019 -0.041 -0.076 0.055
C -3.461855 5.967302 -1.251996 -0.295 0.165 0.187 -0.162
O -4.695314 6.472951 -1.753601 0.114 -0.106 -0.204 -0.127
H -2.905426 5.530673 -2.078371 -0.077 0.043 -0.018 0.080
H -2.875733 6.778005 -0.811287 0.160 -0.126 0.000 0.067
H -3.652810 5.197276 -0.499216 0.210 -0.044 0.005 0.076
H -5.171801 6.853185 -1.013672 -0.095 0.059 0.027 0.068
C -6.477840 -4.924069 -6.965884 -0.308 0.045 -0.211 -0.169
O -7.817278 -5.140706 -6.533457 0.151 -0.019 0.224 -0.130
H -5.809987 -5.085849 -6.122389 -0.102 -0.019 0.027 0.076
H -6.220575 -5.623716 -7.765282 0.164 0.058 0.014 0.076
H -6.363938 -3.896912 -7.322978 0.218 -0.035 -0.022 0.073
H -8.390117 -4.993567 -7.288296 -0.108 -0.014 -0.034 0.071
C 7.811338 -4.526980 4.650745 0.093 0.292 0.000 -0.149
O 6.998942 -3.356940 4.672677 -0.112 -0.175 -0.020 -0.133
H 7.159379 -5.397846 4.642190 -0.047 0.082 0.003 0.078
H 8.434892 -4.537187 3.753031 0.044 -0.158 0.042 0.077
H 8.445633 -4.563041 5.540061 0.041 -0.157 -0.046 0.076
H 7.588624 -2.600480 4.680121 0.001 0.114 0.016 0.075
C 2.439598 -5.903315 2.311700 0.045 0.358 0.017 -0.147
O 1.580363 -4.768885 2.285927 0.085 -0.205 0.107 -0.141
H 1.824473 -6.800658 2.330214 -0.044 0.069 0.001 0.078
H 3.070661 -5.919562 1.418631 0.063 -0.155 0.047 0.078
H 3.068321 -5.881492 3.206073 0.066 -0.165 -0.040 0.073
H 2.140836 -3.985332 2.269895 -0.054 0.140 0.026 0.053

---

No. 4
25
Properties=species:S:1:pos:R:3:forces:R:3:lowdin_charge:R:1 method="wB97M-V/def2-TZVPD" energy_ha=-347.8074 largest_force_ev_per_a=4.23 spin_multiplicity=1 homo_energy_ev=-12.780 lumo_energy_ev=-8.27 charge=+1 e_above_lowest_ev=7.712
C -1.553053 1.750033 1.355057 -1.791 0.888 -0.713 0.022
C -0.567706 0.573033 1.620348 1.495 0.437 2.566 -0.483
C -1.264276 -0.738661 1.377418 -0.940 -1.394 -1.512 -0.140
C -0.192502 -1.779859 0.975762 1.418 -0.063 0.184 -0.181
C 0.361089 -1.755762 -0.519275 -3.373 1.185 1.267 -0.204
C 1.846882 -1.604820 -0.736830 0.571 -1.634 0.464 -0.315
N 2.026187 -1.668493 -2.149693 0.566 1.292 -1.135 0.041
N 0.491264 0.859981 0.779592 2.726 0.591 2.525 0.324
H -2.302178 1.875693 2.200197 1.375 -0.437 -0.564 0.144
H -2.130810 1.418634 0.487610 0.142 0.493 -0.043 0.091
H -1.066375 2.698008 1.137488 -0.080 -0.019 0.179 0.089
H -0.244939 0.607412 2.672301 -0.201 -0.162 -0.200 0.149
H -2.042319 -0.626541 0.571901 0.960 -0.183 0.395 0.139
H -1.873041 -1.090483 2.244485 0.834 0.688 -0.229 0.149
H 0.779970 -1.775764 1.547638 -1.363 0.283 0.462 0.126
H -0.726398 -2.676026 1.244897 0.461 -0.942 -0.406 0.104
H -0.238649 -0.908645 -1.000363 1.153 -0.960 0.063 0.127
H -0.088892 -2.663799 -0.877065 0.396 -0.428 -0.988 0.109
H 2.442649 -2.431528 -0.279532 -0.607 0.397 -0.165 0.140
H 2.171268 -0.717406 -0.115472 0.030 0.389 -0.628 0.109
H -1.044922 6.257491 -4.679392 -0.967 0.131 -1.324 0.002
H 2.897235 -1.911776 -2.692176 -1.167 0.488 1.617 0.132
H 1.515077 -0.892657 -2.588019 0.414 -0.714 -0.181 0.098
H 1.437473 1.001984 1.537063 -3.021 -0.193 -2.960 0.232
H -0.633035 6.199950 -4.113939 0.967 -0.131 1.324 -0.002